(1)
A 7-piece molecular cluster, C24H61N2O10PS overall, computed with the ωB97M-V functional and the def2-TZVPD basis.

```
! wB97M-V def2-TZVPD RIJCOSX def2/J DEFGRID3
* xyz 0 1
C 5.0222 2.1096 2.0062
C 4.1480 1.3695 0.9823
S 4.6122 -0.3822 1.0118
C 3.1648 -1.2119 0.3436
C 2.0560 -1.5443 1.3285
N 0.8850 -2.1339 0.6862
O 2.5537 -2.5169 2.2742
C 1.9885 -2.2796 3.4842
O 2.1902 -2.9229 4.4580
O 1.1372 -1.2322 3.3981
C 1.6206 -0.4337 2.2803
P 0.2245 0.6362 1.7202
N 0.6171 0.7741 0.0674
O 0.7709 2.0862 2.3262
H 5.7693 1.4443 2.4405
H 5.5568 2.9364 1.5390
H 4.4332 2.5201 2.8233
H 4.2936 1.7724 -0.0211
H 3.0913 1.4874 1.2262
H 2.7498 -0.6581 -0.4976
H 3.5197 -2.1684 -0.0449
H 0.8540 -3.1264 0.8922
H 0.9178 -2.0249 -0.3199
H 2.4656 0.1290 2.6857
H -0.1129 1.3448 -0.3585
H 1.4967 1.2586 -0.1013
H 0.1059 2.4689 2.9065
C -3.8868 -0.9331 0.0709
C -3.5435 -1.9046 1.1905
C -3.5262 -1.2091 2.5435
O -2.2863 -2.5278 0.9345
H -3.1327 -0.1394 0.0315
H -3.8891 -1.4430 -0.8943
H -4.8656 -0.4736 0.2208
H -4.2669 -2.7228 1.2053
H -2.7697 -0.4206 2.5259
H -3.2641 -1.9109 3.3353
H -4.4919 -0.7589 2.7801
H -1.6302 -1.8182 0.8918
C -7.1764 -0.6715 -4.0116
C -6.5302 -1.3383 -2.8079
C -6.2962 -2.8200 -3.0384
O -7.3005 -1.1118 -1.6267
H -8.1546 -1.1197 -4.2088
H -7.3201 0.3940 -3.8286
H -6.5663 -0.8024 -4.9068
H -5.5743 -0.8529 -2.5984
H -7.2486 -3.3292 -3.2146
H -5.8252 -3.2725 -2.1650
H -5.6692 -2.9897 -3.9131
H -8.1601 -1.5297 -1.7521
C 8.4071 0.7122 5.2152
C 7.1124 -0.0301 4.9258
C 6.6783 -0.9081 6.0878
O 7.2181 -0.7933 3.7261
H 9.2186 0.0004 5.3936
H 8.6848 1.3404 4.3686
H 8.3098 1.3416 6.1012
H 6.3239 0.6960 4.7127
H 7.4396 -1.6674 6.2908
H 5.7433 -1.4158 5.8526
H 6.5391 -0.3196 6.9960
H 7.8904 -1.4717 3.8556
C -1.9109 1.5961 -4.4347
C -2.4484 1.1661 -3.0810
C -3.9185 1.5077 -2.9091
O -1.6703 1.7354 -2.0240
H -2.0051 2.6797 -4.5519
H -0.8582 1.3316 -4.5318
H -2.4666 1.1211 -5.2442
H -2.3110 0.0894 -2.9596
H -4.0666 2.5893 -2.9840
H -4.2783 1.1787 -1.9342
H -4.5238 1.0318 -3.6823
H -1.7602 2.6946 -2.0690
C -6.3009 -3.2117 -8.6228
C -5.6807 -3.9146 -7.4267
C -5.4093 -5.3840 -7.7026
O -6.4960 -3.7572 -6.2651
H -7.2606 -3.6726 -8.8744
H -6.4764 -2.1594 -8.4005
H -5.6546 -3.2809 -9.4988
H -4.7435 -3.4187 -7.1634
H -6.3449 -5.9036 -7.9293
H -4.9573 -5.8596 -6.8327
H -4.7407 -5.5073 -8.5556
H -7.3445 -4.1808 -6.4390
C 7.1951 5.6220 4.8705
C 5.8756 5.4703 4.1319
C 5.0356 6.7353 4.1917
O 5.1442 4.3491 4.6246
H 7.0125 5.8338 5.9282
H 7.7786 4.7040 4.8022
H 7.7849 6.4426 4.4597
H 6.0751 5.2192 3.0875
H 4.7936 6.9781 5.2305
H 4.1016 6.6003 3.6467
H 5.5709 7.5839 3.7637
H 4.9367 4.5093 5.5524
*
```

Values from the calculation:
electronic energy = -2552.53174 hartree
SMILES = CCSC[C@@]1(N)OC(=O)O[C@@H]1P(N)O.CC(C)O.CC(C)O.CC(C)O.CC(C)O.CC(C)O.CC(C)O
HOMO-LUMO gap = 8.996 eV
LUMO energy = 0.5 eV
HOMO energy = -8.53 eV


(2)
A 5-piece molecular cluster, C24H61N4O9 overall in a non-equilibrium geometry, computed with the ωB97M-V functional and the def2-TZVPD basis.

```
! wB97M-V def2-TZVPD RIJCOSX def2/J DEFGRID3
* xyz -1 1
O -0.2084 1.2402 0.3425
H -0.5748 0.4293 0.8107
C -1.6905 2.2865 -5.0807
O -1.4613 2.9916 -4.0277
C -1.8082 2.3979 -2.7851
C -2.0957 3.4064 -1.6144
N -2.4794 2.7040 -0.5044
C -2.7830 3.5197 0.6783
C -3.1515 2.6099 1.8374
O -3.7438 3.2434 3.0525
C -2.8953 4.0585 3.9976
H -2.7487 2.1332 -5.1355
H -1.0092 1.4868 -5.0376
H -1.4380 2.9417 -5.9215
H -0.9349 1.7909 -2.4775
H -2.5675 1.6765 -3.0000
H -2.9149 4.0640 -1.8311
H -1.1880 3.8297 -1.4506
H -1.6614 2.0781 -0.3199
H -3.7981 4.1355 0.5290
H -2.1597 4.2464 1.0241
H -2.2703 1.9831 2.2473
H -3.9301 2.0273 1.5386
H -2.2716 4.6173 3.3240
H -2.1102 3.4732 4.3523
H -3.3921 4.5761 4.7489
C -2.1204 -1.2984 -1.0904
O -2.2175 -2.6916 -1.0340
C -1.0402 -3.4767 -0.6998
C -1.3138 -4.9600 -0.8717
N -0.1525 -5.5542 -0.4591
C -0.0444 -7.0050 -0.8314
C -0.8355 -7.9932 0.0892
O -0.5864 -9.3396 -0.3298
C -1.3839 -10.3996 0.3255
H -3.0044 -0.7916 -0.8873
H -1.5848 -0.8719 -2.0760
H -1.5315 -1.0385 -0.3689
H -0.9651 -3.1821 0.2771
H -0.2397 -3.0583 -1.2702
H -1.5148 -5.0526 -1.8294
H -2.0745 -5.3891 -0.2290
H -0.0192 -5.5966 0.4626
H 0.9516 -7.3000 -0.8029
H -0.3295 -7.0969 -1.8073
H -1.8881 -7.9169 0.0929
H -0.7058 -7.9424 0.9713
H -1.3012 -10.7096 1.2904
H -1.4826 -11.3175 -0.3046
H -2.2685 -9.8477 0.2473
C 2.3767 0.8977 -5.2240
O 2.1091 -0.0658 -4.1238
C 2.1779 0.4581 -2.9298
C 1.9446 -0.7557 -1.9294
N 1.9827 -0.3290 -0.5028
C 2.1154 -1.4067 0.4485
C 2.4737 -0.8360 1.8186
O 2.4864 -1.9309 2.7022
C 2.5338 -1.6672 4.1067
H 3.3883 1.1187 -5.0167
H 1.7891 1.8431 -5.3465
H 2.3102 0.3077 -6.1022
H 1.3698 1.3355 -2.8932
H 3.1437 0.6988 -2.5206
H 2.6670 -1.7179 -2.1139
H 0.9324 -1.0372 -2.0961
H 1.2442 0.3473 -0.1947
H 2.5512 -2.2529 0.1458
H 1.1288 -1.7185 0.7641
H 1.8150 -0.0453 2.0728
H 3.5514 -0.3004 1.7468
H 3.0235 -2.4835 4.6167
H 1.5707 -1.4690 4.5359
H 3.1878 -0.6465 4.3639
C 0.5702 1.4221 5.8884
O 0.6057 2.5643 4.8615
C 1.0652 2.1351 3.6523
C 1.0534 3.3549 2.7410
N 1.6045 3.0307 1.4363
C 1.6650 4.2798 0.6265
C 1.8053 3.9288 -0.8155
O 1.5425 5.1228 -1.6934
C 1.8220 4.8259 -3.0294
H -0.1965 0.7425 5.6831
H 0.4068 1.6201 6.8783
H 1.5942 0.8969 5.8343
H 0.4250 1.5007 3.1125
H 2.2408 1.7251 3.9958
H 1.6578 4.0723 3.2008
H -0.0157 3.7956 2.6671
H 0.9925 2.2958 0.9039
H 2.3612 5.0317 1.0201
H 0.8176 4.8559 0.6605
H 0.9076 3.1362 -1.0160
H 2.7548 3.3409 -1.0277
H 1.0651 3.8652 -3.2417
H 2.8224 4.4123 -3.2139
H 1.4986 5.5831 -3.6147
*
```

Values from the calculation:
electronic energy = -1846.64391 hartree
HOMO-LUMO gap = 7.015 eV
LUMO energy = 2.3 eV
HOMO energy = -4.72 eV


(3)
C24H62Cl4N4O2 as an isolated structure in a non-equilibrium geometry, computed with the ωB97M-V functional and the def2-TZVPD basis.

```
! wB97M-V def2-TZVPD RIJCOSX def2/J DEFGRID3
* xyz 0 1
N -1.5571 -15.4738 -2.4217
H -1.5439 -14.7814 -1.6865
H -0.6489 -15.8913 -2.5666
H -1.7813 -14.8844 -3.2106
H -2.1880 -16.1965 -2.1056
C -2.9124 -11.8351 -1.4818
C -2.1097 -12.5976 -2.6199
N -0.8877 -11.8033 -3.1907
C -0.0182 -11.2602 -2.0155
C 0.0726 -12.6922 -4.1060
C 0.7160 -13.8842 -3.3193
C -1.4526 -10.5882 -4.0061
C -0.4034 -9.6309 -4.6901
O 0.4531 -8.9697 -3.7506
C 1.6057 -8.3045 -4.3515
H -2.2030 -11.4487 -0.7500
H -3.7440 -12.4353 -1.1126
H -3.4130 -10.9917 -1.9575
H -2.7111 -12.8391 -3.4963
H -1.7830 -13.5568 -2.2183
H 0.9811 -10.9310 -2.3004
H 0.0830 -12.0505 -1.2716
H -0.5106 -10.3969 -1.5679
H 0.8281 -11.9960 -4.4700
H -0.6550 -13.0209 -4.8480
H 0.2163 -14.8477 -3.4193
H 0.9182 -13.6685 -2.2702
H 1.6864 -14.0709 -3.7792
H -2.1179 -10.0332 -3.3446
H -1.9923 -11.0640 -4.8250
H -0.8826 -8.9514 -5.3949
H 0.1258 -10.2774 -5.3902
H 2.1095 -7.8390 -3.5044
H 1.3331 -7.4536 -4.9758
H 2.1888 -9.0327 -4.9153
C -5.7064 -16.3908 -2.7222
C -5.8907 -14.9112 -2.2803
N -4.7815 -13.9279 -2.8272
C -5.1005 -12.4677 -2.3351
C -3.3585 -14.2355 -2.1726
C -3.3661 -14.4013 -0.6353
C -4.7340 -13.8070 -4.3414
C -6.1609 -13.9065 -5.0697
O -7.1220 -12.9879 -4.4872
C -7.2206 -11.6711 -5.0292
H -6.5856 -17.0120 -2.5513
H -4.8888 -16.8079 -2.1343
H -5.5600 -16.4790 -3.7987
H -5.8726 -14.9083 -1.1904
H -6.8461 -14.4905 -2.5939
H -5.0939 -12.3414 -1.2525
H -5.9847 -12.0493 -2.8160
H -4.2271 -11.9125 -2.6772
H -2.5345 -13.6450 -2.5732
H -3.1858 -15.2304 -2.5830
H -3.6259 -13.4824 -0.1098
H -2.3201 -14.6108 -0.4113
H -4.0430 -15.1919 -0.3115
H -4.1212 -14.6480 -4.6659
H -4.0874 -12.9887 -4.6585
H -6.5876 -14.8985 -4.9214
H -6.1011 -13.7111 -6.1404
H -8.2265 -11.3559 -4.7518
H -7.1278 -11.7380 -6.1132
H -6.4080 -11.0234 -4.7002
C -1.1052 -16.5865 -8.2597
C -1.6183 -17.3750 -7.0215
C -2.4795 -16.5491 -6.0393
N -3.1099 -17.4296 -4.8585
C -1.9753 -17.9167 -3.8974
C -4.0758 -16.6526 -3.9516
C -4.9620 -17.7823 -3.3835
C -4.7825 -19.0098 -4.1062
C -3.9245 -18.6833 -5.3201
H -1.8353 -15.9338 -8.7383
H -0.4530 -17.1052 -8.9623
H -0.4187 -15.8884 -7.7806
H -0.8195 -17.8823 -6.4805
H -2.2202 -18.1668 -7.4673
H -3.3373 -16.0343 -6.4721
H -1.8599 -15.9005 -5.4200
H -2.5068 -18.5528 -3.1895
H -1.5731 -17.0148 -3.4361
H -1.1645 -18.4112 -4.4323
H -3.4483 -16.0516 -3.2935
H -4.5798 -15.9461 -4.6112
H -4.8150 -17.9885 -2.3233
H -5.9867 -17.4249 -3.4853
H -4.2256 -19.7041 -3.4770
H -5.6710 -19.5746 -4.3882
H -3.2385 -19.4617 -5.6543
H -4.5234 -18.3393 -6.1634
Cl 0.4290 -16.5192 -2.7538
Cl -0.6307 -13.9432 -0.8103
Cl -2.9579 -17.0255 -1.5342
Cl -2.2249 -14.3351 -4.3741
*
```

Values from the calculation:
electronic energy = -3160.27771 hartree
HOMO-LUMO gap = 6.309 eV
LUMO energy = 0.1 eV
HOMO energy = -6.25 eV